Here is the molecule C7H15B from the OMol25 dataset. Energies are from wB97M-V/def2-TZVPD.

Computed properties:
* net charge: 0
* spin multiplicity: 1
* SMILES: CB1CCCC1(C)C
* DFT total energy: -8179.0201 eV
* ΔE to the lowest compared entry with this formula, charge and spin: 0.000 eV
* highest occupied orbital energy: -9.8 eV
* E_LUMO: 0.7 eV

Each line ends with the natural charge from an NBO analysis.
Cartesian coordinates (Å):
C: -2.3656 -0.3645 -0.4163  -1.03
B: -0.9631 0.2680 -0.1132  0.99
C: -0.6174 1.8069 -0.0849  -0.81
C: 0.9187 1.8676 -0.0774  -0.39
C: 1.3656 0.5881 0.6317  -0.39
C: 0.3966 -0.5240 0.1713  -0.42
C: 0.9011 -1.1320 -1.1499  -0.59
C: 0.3193 -1.6434 1.2140  -0.59
H: -2.4398 -0.5362 -1.4909  0.25
H: -3.1971 0.2847 -0.1517  0.23
H: -2.5210 -1.3288 0.0617  0.23
H: -1.0461 2.4176 -0.8805  0.23
H: -0.9974 2.2287 0.8509  0.24
H: 1.2874 1.8693 -1.1048  0.19
H: 1.3039 2.7614 0.4150  0.20
H: 2.4073 0.3435 0.4198  0.20
H: 1.2629 0.7229 1.7107  0.19
H: 1.8753 -1.5967 -1.0024  0.21
H: 0.9969 -0.3691 -1.9185  0.20
H: 0.2093 -1.8911 -1.5079  0.21
H: 1.3081 -2.0617 1.3992  0.20
H: -0.3300 -2.4446 0.8685  0.20
H: -0.0749 -1.2665 2.1556  0.20

Cartesian forces (eV/Å) of the 2 atoms listed first:
0.2089 0.0610 0.2697
0.1527 -0.0038 0.0045


Here is the molecule C7H15ClNO5P from the OMol25 dataset. Energies are from wB97M-V/def2-TZVPD.

Computed properties:
* net charge: 0
* spin multiplicity: 1
* SMILES: CCOCCOCN(C)C(=O)OP(O)Cl
* DFT total energy: -41039.5350 eV
* ΔE to the lowest compared entry with this formula, charge and spin: 2.510 eV
* highest occupied orbital energy: -9.6 eV
* E_LUMO: 0.6 eV

Each line ends with the natural charge from an NBO analysis.
Cartesian coordinates (Å):
C: 0.1987 1.7867 -2.5166  -0.64
C: 0.6130 2.2008 -1.0056  -0.07
O: -0.6078 2.1484 -0.2249  -0.57
C: -0.3480 2.1510 1.1951  -0.08
C: -1.2101 0.9443 1.8629  -0.10
O: -0.5179 -0.3157 1.6077  -0.57
C: -1.2548 -1.0172 0.5803  0.10
N: -0.5569 -2.2243 0.0489  -0.52
C: -1.2688 -2.5208 -1.2618  -0.44
C: 0.8381 -1.9191 -0.3507  0.91
O: 1.1299 -0.9876 -1.1496  -0.56
O: 1.8494 -2.7704 0.1725  -0.78
P: 2.9628 -1.9390 1.1924  1.37
O: 2.6018 -0.2763 1.2999  -0.97
Cl: 2.5788 -2.7297 3.1317  -0.35
H: -0.6608 1.0282 -2.4394  0.22
H: 1.0439 1.2767 -3.0877  0.22
H: -0.0980 2.7450 -3.0550  0.21
H: 1.0286 3.2808 -0.9558  0.16
H: 1.4527 1.5322 -0.5884  0.19
H: 0.7457 1.9143 1.4213  0.18
H: -0.6149 3.1490 1.7103  0.18
H: -2.2453 0.9980 1.3792  0.20
H: -1.3421 1.1548 2.9843  0.20
H: -1.6135 -0.3415 -0.2799  0.18
H: -2.2237 -1.4057 1.0850  0.18
H: -1.1872 -1.6321 -1.9991  0.20
H: -0.8119 -3.4615 -1.7184  0.23
H: -2.3848 -2.6175 -1.0239  0.22
H: 1.9030 -0.1516 1.9853  0.51

Cartesian forces (eV/Å) of the 2 atoms listed first:
0.2404 0.2002 0.8736
0.6205 0.3001 -1.0543


Here is a structure of composition C7H15F8HfN6O20S4 from the OMol25 dataset. Energies are from wB97M-V/def2-TZVPD.

Computed properties:
* net charge: +1
* spin multiplicity: 1
* DFT total energy: -123755.3086 eV
* ΔE to the lowest compared entry with this formula, charge and spin: 5.571 eV
* highest occupied orbital energy: -13.0 eV
* E_LUMO: -6.2 eV

Each line ends with the natural charge from an NBO analysis.
Cartesian coordinates (Å):
Hf: 1.4079 -1.3032 -1.3155  2.76
C: 0.3445 1.8638 -4.8812  0.76
F: 1.0049 2.8267 -4.2585  -0.30
F: -0.8846 1.7512 -4.3725  -0.31
F: 0.2771 2.1485 -6.1720  -0.28
S: 1.1709 0.1787 -4.6333  2.31
O: 1.0627 -0.0376 -3.1525  -1.08
O: 0.4184 -0.8086 -5.3782  -0.94
O: 2.4947 0.3393 -5.1704  -0.91
C: -1.7124 0.7401 1.3911  0.84
F: -1.9097 -0.4852 1.7700  -0.27
F: -2.8078 1.3350 0.9631  -0.27
F: -1.3000 1.4716 2.4173  -0.29
S: -0.4513 0.8626 -0.0810  2.28
O: -0.5940 2.1520 -0.6683  -0.85
O: 0.9155 0.3252 0.1985  -1.03
O: -0.7621 -0.1782 -1.0892  -1.00
N: 0.6981 -2.9435 -0.0381  -1.29
S: 0.4883 -4.5472 -0.1997  2.37
O: -0.8796 -4.9315 -0.4145  -0.76
O: 1.5574 -5.4079 0.0829  -0.78
F: 0.7726 -4.2767 -1.7947  -0.54
S: 0.1331 -3.1452 1.5480  2.35
O: 1.1041 -3.7849 2.4102  -0.80
O: -1.2853 -3.1131 1.7542  -0.76
F: 0.4752 -1.6254 1.8836  -0.50
C: 1.6417 4.0267 -1.0628  -0.47
N: 2.4222 2.7550 -0.8370  0.55
O: 2.2237 1.8053 -1.5833  -0.42
O: 3.3662 2.7784 -0.0731  -0.36
H: 1.3329 4.0560 -2.1016  0.25
H: 2.3478 4.8201 -0.8304  0.24
H: 0.8498 4.0302 -0.3199  0.26
C: 3.6526 -1.3885 2.9444  -0.49
N: 3.6621 -0.6148 1.6833  0.58
O: 2.9807 -1.0713 0.7444  -0.52
O: 4.1901 0.4467 1.6437  -0.24
H: 4.4403 -2.1384 2.9756  0.26
H: 2.7268 -1.9621 2.9678  0.26
H: 3.6019 -0.7089 3.7895  0.26
C: -1.9555 -2.8856 -4.3628  -0.48
N: -1.6873 -1.9189 -3.2633  0.58
O: -2.5393 -1.1175 -3.0157  -0.25
O: -0.6116 -2.0543 -2.6855  -0.50
H: -1.0057 -3.1709 -4.8050  0.25
H: -2.5009 -2.4181 -5.1801  0.26
H: -2.6018 -3.6197 -3.8858  0.25
C: 2.5980 2.9855 3.5276  -0.48
N: 1.6311 2.1710 2.7695  0.55
O: 1.0687 2.7625 1.8596  -0.40
O: 1.3785 1.0318 3.1041  -0.39
H: 3.5581 2.7307 3.0815  0.25
H: 2.4730 2.5928 4.5356  0.24
H: 2.3248 4.0322 3.4681  0.25
C: -6.7131 0.3927 3.8515  -0.49
N: -5.5251 0.3990 2.9423  0.53
O: -5.3648 1.2467 2.0865  -0.37
O: -4.7188 -0.4830 3.1675  -0.40
H: -7.2527 1.3345 3.8001  0.24
H: -6.3180 0.0860 4.8132  0.24
H: -7.4152 -0.3381 3.4513  0.24

Cartesian forces (eV/Å) of the 2 atoms listed first:
-5.8051 4.7673 0.8936
-0.3123 -0.8843 0.3386


Here is a cluster of 2 separate species, C7H15FOS in total from the OMol25 dataset. Energies are from wB97M-V/def2-TZVPD.

Computed properties:
* net charge: 0
* spin multiplicity: 1
* DFT total energy: -23098.0305 eV
* ΔE to the lowest compared entry with this formula, charge and spin: 3.695 eV
* highest occupied orbital energy: -8.1 eV
* E_LUMO: 0.6 eV

Each line ends with the natural charge from an NBO analysis.
Cartesian coordinates (Å):
C: 2.6148 0.1264 0.1413  -0.66
C: 0.2318 1.0470 -2.3032  -0.65
C: -2.6538 -1.0712 -0.3791  -0.68
C: -0.3823 -0.0911 2.8119  -0.79
C: 1.8277 -0.5536 -0.9977  -0.19
C: 0.8997 -0.2255 -1.9259  -0.19
C: -1.6094 -0.9335 0.7210  0.03
O: -0.2597 1.8992 0.9845  -0.99
F: -0.5322 -1.7081 0.6142  -0.33
S: -1.4723 0.5117 1.4855  0.88
H: 2.4102 -0.3807 1.1600  0.21
H: 2.4074 1.1682 0.3767  0.23
H: 3.7313 0.1435 0.1610  0.22
H: 0.4981 1.3714 -3.3789  0.22
H: 0.3072 1.8924 -1.6163  0.24
H: -0.8774 0.7425 -2.5320  0.20
H: -2.9899 -0.0358 -0.6734  0.23
H: -2.2238 -1.6034 -1.2012  0.23
H: -3.5496 -1.5550 0.1335  0.23
H: 0.7105 0.2157 2.7314  0.25
H: -0.2817 -1.1519 2.7326  0.24
H: -0.6681 0.0904 3.8426  0.24
H: 2.1651 -1.6104 -1.1062  0.19
H: -0.8350 2.6739 0.9086  0.46
H: 0.5318 -0.9622 -2.6911  0.19

Cartesian forces (eV/Å) of the 2 atoms listed first:
-0.3388 0.0260 1.8166
-1.9330 0.2577 -1.8910